No. 1
This record from the Open Molecules 2025 dataset describes the molecule C4H7NO. The level of theory is wB97M-V/def2-TZVPD.

```
! wB97M-V def2-TZVPD RIJCOSX def2/J DEFGRID3
* xyz 0 1
N 1.4682 -0.7669 -0.4215
C 0.8938 0.6090 0.0750
O 1.3748 1.6168 -0.3627
C -0.2841 0.1848 0.7899
C -1.0035 -0.4026 -0.4907
C -1.6935 0.5473 0.4671
H 1.9474 -1.2975 0.3048
H 2.0882 -0.6318 -1.2190
H -0.1221 -0.5988 1.5299
H -0.7259 0.2297 -1.3540
H 0.3858 -1.2114 -0.6406
H -2.4145 0.1615 1.1874
H -1.9147 1.5600 0.1344
*
```

Values from the calculation:
E_HOMO   -0.2794 Ha
Kohn-Sham gap   8.082 eV
LUMO level   0.480 eV

No. 2
This record from the Open Molecules 2025 dataset describes an isolated ion of composition C7H9N6OS and charge +1 at a distorted geometry. The level of theory is wB97M-V/def2-TZVPD.

```
! wB97M-V def2-TZVPD RIJCOSX def2/J DEFGRID3
* xyz 1 1
C -3.1297 0.7999 -0.5240
C -1.8807 0.2973 -0.9698
C -2.9611 1.6128 0.5605
C 0.2947 -2.2659 -0.5439
C -0.7927 0.6392 -0.2142
C 1.2869 0.2726 1.4339
C 0.6407 0.2818 -0.0269
N 1.0250 -3.0674 -1.2922
N 2.0586 -2.3078 -1.7554
N 1.9994 -1.1360 -1.3247
N 0.8762 -1.0442 -0.6048
N 1.1872 -0.7075 2.2943
N 1.5446 1.2272 -0.6332
O 1.8870 1.3212 1.7115
S -1.4003 1.6812 1.0770
H -4.0173 0.5041 -1.2071
H -1.7797 -0.2040 -1.9073
H -3.6857 2.2108 0.9427
H -0.6755 -2.4150 -0.0813
H 0.8557 -1.6163 1.9229
H 1.2277 -0.4064 3.3024
H 1.1492 2.0287 -1.2389
H 2.2763 0.5984 -1.1514
H 2.0134 1.6951 0.2297
*
```

Values from the calculation:
E_HOMO   -0.4866 Ha
Kohn-Sham gap   9.800 eV
SMILES   NC(=O)[C@]([NH3+])(c1cccs1)n1cnnn1
LUMO level   -3.440 eV

No. 3
This record from the Open Molecules 2025 dataset describes a 3-piece molecular cluster, C4H11O4 overall at a distorted geometry. The level of theory is wB97M-V/def2-TZVPD.

```
! wB97M-V def2-TZVPD RIJCOSX def2/J DEFGRID3
* xyz -1 1
C -0.4484 -1.9625 0.8672
O -1.6043 -2.7910 0.9148
C -0.5828 -0.6801 -0.1075
C 0.3680 0.3798 0.5782
C 0.5863 1.6355 -0.1868
O 0.1330 2.7329 0.2144
H -0.0788 -1.6060 1.9951
H 0.6060 -2.4895 0.5561
H -0.2315 -0.8850 -1.1027
H -1.6460 -0.3336 -0.2109
H 1.2559 -0.1380 0.7256
H -0.1844 0.7092 1.5185
H 0.9565 1.7269 -1.1818
H -1.9957 -2.7304 -1.0041
H -1.8548 -3.7934 -1.9884
O -2.2682 -2.9412 -1.9457
H 2.4696 4.9853 -0.3736
H 1.7962 3.8663 0.4408
O 2.7235 4.3148 0.2909
*
```

Values from the calculation:
E_HOMO   -0.1250 Ha
Kohn-Sham gap   6.593 eV
LUMO level   3.192 eV

No. 4
This record from the Open Molecules 2025 dataset describes C24H45FeGeN2O2Si2Te as an isolated structure. The level of theory is wB97M-V/def2-TZVPD.

```
! wB97M-V def2-TZVPD RIJCOSX def2/J DEFGRID3
* xyz 0 6
Fe -0.3413 -0.7743 1.1706
C -1.6782 1.7396 4.3555
C -1.8490 0.8523 3.1516
O -0.7930 0.1954 2.7980
C -3.0600 0.7362 2.5220
C -3.3216 -0.1931 1.4697
C -4.7318 -0.3169 0.9762
N -2.3707 -0.9253 0.9473
N -2.8122 -1.8612 -0.0170
C -1.7721 -2.3685 -0.5899
O -0.5382 -2.0304 -0.2962
C -1.9753 -3.4135 -1.6297
C -3.0327 -3.3131 -2.5282
C -3.2338 -4.2977 -3.4832
C -2.3873 -5.3973 -3.5408
C -1.3381 -5.5053 -2.6386
C -1.1305 -4.5143 -1.6904
H -0.6470 2.0856 4.4148
H -2.3561 2.5920 4.3280
H -1.8871 1.1700 5.2634
H -3.8838 1.3350 2.8820
H -5.3677 0.4189 1.4635
H -4.7713 -0.1859 -0.1049
H -5.1134 -1.3191 1.1711
H -3.6932 -2.4581 -2.4662
H -4.0537 -4.2087 -4.1843
H -2.5470 -6.1679 -4.2838
H -0.6801 -6.3642 -2.6707
H -0.3192 -4.5994 -0.9812
C 2.7145 -1.1443 -0.4301
Ge 2.4709 -2.4571 0.9982
C 4.0952 -2.4055 2.0817
C 2.3604 -4.1937 0.1497
C 0.9464 -1.9626 2.1096
H 3.6747 -1.3074 -0.9238
H 2.7121 -0.1362 -0.0205
H 1.9259 -1.2231 -1.1813
H 4.9612 -2.6515 1.4637
H 4.0434 -3.1200 2.9037
H 4.2449 -1.4106 2.5043
H 3.3272 -4.4118 -0.3074
H 1.5986 -4.1906 -0.6269
H 2.1375 -4.9818 0.8701
H 1.2824 -1.3408 2.9454
H 0.3478 -2.7962 2.4774
C -1.9705 1.1159 -3.1830
Si -0.6247 2.3990 -3.1487
C 0.2930 2.4236 -4.7658
C -1.3157 4.0855 -2.7785
C 0.5821 1.9231 -1.7885
Te -0.3802 1.7514 0.1078
C 0.6447 3.2752 1.1804
Si 2.3616 2.9454 1.8775
C 2.2624 1.5499 3.0959
C 3.5652 2.6007 0.5012
C 2.8890 4.5051 2.7447
H -2.6468 1.2792 -4.0249
H -2.5710 1.1278 -2.2696
H -1.5466 0.1128 -3.2841
H -0.3705 2.7163 -5.5828
H 0.6990 1.4379 -5.0033
H 1.1243 3.1314 -4.7413
H -2.0631 4.3727 -3.5214
H -0.5253 4.8402 -2.7945
H -1.7984 4.1167 -1.7989
H 1.3905 2.6415 -1.6547
H 1.0330 0.9499 -1.9924
H -0.0414 3.5134 1.9979
H 0.6290 4.1343 0.5052
H 1.7928 0.6666 2.6645
H 1.6682 1.8308 3.9686
H 3.2580 1.2606 3.4412
H 3.2654 1.7668 -0.1327
H 4.5456 2.3571 0.9183
H 3.6875 3.4823 -0.1339
H 2.1831 4.7846 3.5299
H 2.9499 5.3351 2.0367
H 3.8721 4.3896 3.2066
*
```

Values from the calculation:
E_HOMO (spin up / spin down)   -0.2693 / -0.2817 Ha
Kohn-Sham gap (spin up / spin down)   7.571 / 7.041 eV
LUMO level (spin up / spin down)   0.243 / -0.624 eV

No. 5
This record from the Open Molecules 2025 dataset describes C36H44FeN5O10SSeSi as an isolated structure at a distorted geometry. The level of theory is wB97M-V/def2-TZVPD.

```
! wB97M-V def2-TZVPD RIJCOSX def2/J DEFGRID3
* xyz -2 6
Fe 0.2446 0.2202 0.1761
C -5.0229 2.8401 3.3734
Si -5.0918 1.0272 2.9145
C -6.0522 0.1619 4.2999
C -6.1378 0.7081 1.3939
C -3.3901 0.2480 2.9054
C -3.0193 -0.6543 3.8750
C -1.7315 -1.1959 3.8906
C -0.8778 -0.8119 2.8872
N -1.1902 0.0479 1.9012
C -2.4322 0.6308 1.9012
S -2.8744 1.8357 0.7782
H -5.9330 3.1572 3.8935
H -4.8846 3.4564 2.4854
H -4.1690 3.0213 4.0305
H -7.0660 0.5720 4.3473
H -5.5945 0.2984 5.2841
H -6.1369 -0.9130 4.1132
H -7.1816 0.9817 1.5829
H -6.1091 -0.3569 1.1426
H -5.7652 1.2670 0.5383
H -3.7325 -0.9524 4.6381
H -1.4078 -1.8955 4.6497
H 0.1267 -1.2096 2.8509
C -2.4031 -2.5658 0.2107
C -2.4507 -2.2472 -1.2807
C -2.6038 -0.7630 -1.5947
C -1.3036 -2.8233 -2.0997
C -1.6553 -3.5117 -3.2545
C -0.7057 -4.0894 -4.0791
C 0.6275 -3.9670 -3.7452
C 1.0377 -3.2654 -2.6141
C 2.5395 -3.1494 -2.3794
C 3.1249 -4.4826 -1.9020
C 3.2790 -2.6913 -3.6417
C 0.0620 -2.6884 -1.7745
N 0.4877 -1.9547 -0.6207
C 1.1925 -2.6256 0.2251
C 1.8789 -2.0060 1.2948
C 2.7198 -2.5861 2.2434
C 3.2164 -1.5218 2.9948
C 2.6503 -0.3441 2.4637
N 1.8174 -0.6459 1.4446
C 2.9094 1.0614 2.9605
C 3.9449 1.0417 4.0841
C 1.6081 1.6705 3.5073
C 3.4582 1.9122 1.8095
H -3.3293 -2.2451 0.6941
H -1.5860 -2.0684 0.7064
H -2.2850 -3.6426 0.3619
H -3.3652 -2.7166 -1.6573
H -1.3656 0.7152 -1.8941
H -3.4046 -0.3122 -1.0014
H -2.8400 -0.6458 -2.6563
H -2.7086 -3.6101 -3.4960
H -1.0045 -4.6297 -4.9692
H 1.3790 -4.4046 -4.3913
H 2.7164 -2.4028 -1.6065
H 2.9301 -5.2685 -2.6366
H 2.6951 -4.8028 -0.9508
H 4.2070 -4.3975 -1.7732
H 3.3150 -3.4884 -4.3899
H 4.3074 -2.4207 -3.3932
H 2.8074 -1.8245 -4.0969
H 1.3010 -3.7074 0.1210
H 2.9522 -3.6374 2.3365
H 3.9140 -1.5811 3.8152
H 3.5825 0.4762 4.9463
H 4.1416 2.0662 4.4096
H 4.8885 0.6004 3.7529
H 1.1745 1.0134 4.2667
H 0.8705 1.8201 2.7215
H 1.8105 2.6457 3.9601
H 4.4331 1.5351 1.4874
H 3.5654 2.9557 2.1190
H 2.7891 1.8808 0.9558
O 1.1350 0.1334 -3.3607
Se -0.2916 -0.2229 -4.7423
O 0.4726 0.2902 -6.0779
O -1.3725 -0.0889 -1.3511
O -1.3588 0.8768 -4.1889
O 0.6653 4.2348 1.0737
C 0.7641 3.3091 0.2812
O 0.3930 2.1017 0.5062
C 1.3135 3.6323 -1.1012
C 1.6365 4.9493 -1.4047
C 2.1263 5.2232 -2.6656
C 2.3392 4.2562 -3.6306
C 2.0413 2.9429 -3.2958
C 1.5123 2.6421 -2.0448
N 2.3219 1.9521 -4.2594
O 2.9069 2.2100 -5.3190
O 2.3663 0.6061 -3.8860
N 2.4700 6.6223 -3.0059
O 2.9860 6.8378 -4.0871
O 2.2208 7.4858 -2.1876
H 1.4882 5.7270 -0.6716
H 2.7386 4.5027 -4.6007
H 1.2306 1.6315 -1.8266
*
```

Values from the calculation:
E_HOMO (spin up / spin down)   -0.0875 / -0.0874 Ha
Kohn-Sham gap (spin up / spin down)   6.122 / 6.184 eV
LUMO level (spin up / spin down)   3.741 / 3.807 eV

Q: What is the formula in the fifth record?
A: C36H44FeN5O10SSeSi

Repeat the first record exactly.
This record from the Open Molecules 2025 dataset describes the molecule C4H7NO. The level of theory is wB97M-V/def2-TZVPD.

```
! wB97M-V def2-TZVPD RIJCOSX def2/J DEFGRID3
* xyz 0 1
N 1.4682 -0.7669 -0.4215
C 0.8938 0.6090 0.0750
O 1.3748 1.6168 -0.3627
C -0.2841 0.1848 0.7899
C -1.0035 -0.4026 -0.4907
C -1.6935 0.5473 0.4671
H 1.9474 -1.2975 0.3048
H 2.0882 -0.6318 -1.2190
H -0.1221 -0.5988 1.5299
H -0.7259 0.2297 -1.3540
H 0.3858 -1.2114 -0.6406
H -2.4145 0.1615 1.1874
H -1.9147 1.5600 0.1344
*
```

Values from the calculation:
E_HOMO   -0.2794 Ha
Kohn-Sham gap   8.082 eV
LUMO level   0.480 eV